{"formula": "C21H40N5O", "method": "wB97M-V/def2-TZVPD", "homo_energy_ev": -9.74, "total_charge": 1, "homo_lumo_gap_ev": 5.9555, "species": ["C", "C", "O", "N", "C", "C", "C", "C", "N", "C", "N", "N", "C", "C", "C", "C", "C", "C", "C", "C", "H", "H", "H", "H", "H", "H", "H", "H", "H", "H", "H", "H", "H", "H", "H", "H", "H", "H", "H", "H", "H", "H", "H", "H", "H", "C", "C", "N", "C", "C", "C", "C", "H", "H", "H", "H", "H", "H", "H", "H", "H", "H", "H", "H", "H", "H", "H"], "coordinates": [[3.6218, -0.3418, 1.8093], [4.9046, 0.0553, 1.0500], [5.2302, -0.5536, 0.0500], [5.6672, 1.1314, 1.5860], [5.4409, 2.4080, 0.8752], [4.3121, 3.2667, 1.4713], [2.9131, 2.9942, 0.8336], [2.3133, 4.3502, 0.4285], [1.0435, 4.2660, -0.3194], [-0.0954, 4.1407, 0.4435], [-1.2651, 4.1703, -0.1980], [0.0196, 3.9576, 1.7891], [-1.1966, 3.4815, 2.4994], [-1.2297, 1.9456, 2.5410], [-1.3028, 1.3460, 1.1508], [-2.4735, 1.3979, 0.4400], [-2.4843, 0.8897, -0.8298], [-1.3490, 0.3552, -1.3712], [-0.1885, 0.2805, -0.6557], [-0.1666, 0.7903, 0.6254], [3.8133, -1.1635, 2.4991], [2.8798, -0.6151, 1.0603], [3.2512, 0.5079, 2.3897], [5.4746, 1.2305, 2.5748], [5.3324, 2.2400, -0.1958], [6.3672, 2.9751, 1.0063], [4.5870, 4.3132, 1.3040], [4.2325, 3.1341, 2.5526], [3.0228, 2.3423, -0.0369], [2.2972, 2.4937, 1.5792], [3.0362, 4.7767, -0.2709], [2.2745, 5.0482, 1.2615], [1.0419, 3.4665, -0.9557], [-1.3802, 3.6239, -1.0389], [-1.9830, 4.7824, 0.1522], [0.4096, 4.7649, 2.2661], [-1.0936, 3.8045, 3.5380], [-2.1376, 3.9078, 2.1561], [-2.0890, 1.6440, 3.1450], [-0.3452, 1.6033, 3.0812], [-3.3727, 1.8346, 0.8565], [-3.3801, 0.9127, -1.4383], [-1.3211, -0.0303, -2.3829], [0.7206, -0.1527, -1.0553], [0.7322, 0.7617, 1.2292], [-2.8172, -3.0930, 0.2565], [-3.2149, -4.2796, -0.6107], [-3.1508, -4.0003, -2.0326], [-3.7922, -5.0173, -2.8525], [-3.1932, -6.4279, -2.8490], [-1.8749, -3.5100, -2.5200], [-0.6345, -4.3848, -2.2962], [-3.4127, -2.2116, 0.0091], [-2.9879, -3.3313, 1.3074], [-1.7603, -2.8403, 0.1487], [-4.2454, -4.5434, -0.3597], [-2.5976, -5.1459, -0.3281], [-3.8438, -4.6570, -3.8835], [-4.8346, -5.0917, -2.5272], [-2.2724, -6.4805, -3.4281], [-3.8976, -7.1214, -3.3123], [-2.9962, -6.7927, -1.8406], [-1.6901, -2.5354, -2.0567], [-1.9636, -3.2913, -3.5876], [-0.5889, -4.7904, -1.2847], [0.2663, -3.7834, -2.4440], [-0.5823, -5.2091, -3.0044]], "forces_ev_per_angstrom": [[0.5, 0.6, -0.1], [0.0, -1.0, -0.1], [-0.3, 1.1, 0.7], [-0.8, -0.5, -0.8], [1.1, 0.5, 1.1], [-0.4, -0.3, -0.8], [0.5, 0.6, 0.8], [0.8, -1.0, -0.9], [-0.4, -0.7, 1.7], [1.2, 0.0, -0.9], [0.4, -0.5, 0.4], [-1.9, 1.6, -0.2], [0.1, -0.4, 1.2], [-0.2, 0.3, -0.3], [0.2, 0.5, 2.0], [-0.6, 0.0, 0.0], [-1.1, 0.2, -0.7], [0.6, -0.7, -1.4], [1.1, 0.0, 0.4], [0.5, -0.1, 0.0], [0.0, -0.1, -0.2], [0.0, -0.3, 0.1], [0.0, -0.1, 0.0], [-0.1, 0.2, 0.0], [-0.1, -0.2, 0.1], [0.0, 0.0, -0.2], [-0.1, 0.0, 0.0], [0.3, 0.0, 0.0], [-0.1, 0.1, 0.0], [-0.2, -0.1, -0.2], [-0.2, 0.2, 0.0], [-0.3, 0.0, 0.0], [0.2, 0.6, -0.7], [-0.2, 0.6, -0.3], [-0.4, -0.6, 0.1], [0.7, -0.4, 0.1], [0.1, 0.2, -0.1], [0.1, 0.0, -0.3], [0.0, 0.1, -0.1], [0.0, 0.0, -0.1], [0.0, 0.0, 0.1], [-0.1, 0.0, 0.1], [-0.3, 0.0, 0.0], [-0.1, -0.1, -0.2], [0.0, -0.1, 0.0], [0.0, 0.0, 0.0], [0.1, 0.0, 0.1], [-0.2, 0.1, -0.2], [-0.2, -0.1, 0.0], [0.0, 0.0, -0.1], [0.2, 0.2, 0.1], [0.1, 0.1, -0.1], [0.0, 0.0, -0.1], [0.0, 0.0, 0.0], [0.0, 0.0, 0.0], [0.0, -0.1, -0.2], [0.0, 0.0, 0.1], [0.1, 0.1, 0.0], [0.0, 0.1, 0.1], [0.0, 0.0, 0.1], [0.0, 0.0, 0.0], [0.0, 0.0, 0.0], [0.0, 0.0, 0.1], [-0.2, -0.1, 0.0], [0.0, 0.0, 0.0], [0.0, 0.0, 0.0], [0.0, -0.1, 0.1]]}